Entry 1:
Formula: C28H33F10InN2O4S6Si
Source: the Open Molecules 2025 dataset
Level of theory: wB97M-V/def2-TZVPD

```
85
Properties=species:S:1:pos:R:3:lowdin_charge:R:1
In -0.45681 2.09375 1.40536 0.617
C 2.85901 -1.69967 -0.21182 -0.024
C 2.38080 -0.31785 0.17182 -0.618
C 3.46743 0.71383 0.35182 -0.025
C 0.12472 -1.39308 1.85566 -0.312
O 1.31283 0.17001 -0.42806 -0.239
Si 0.49802 -0.22066 -1.91063 -0.199
S -0.47901 1.40845 -2.53976 0.285
O -0.25074 -1.59722 -1.37270 -0.178
C -1.14021 -2.50331 -2.01735 -0.651
C -1.81487 -3.27762 -0.89263 -0.035
C -0.33872 -3.45542 -2.90804 -0.031
C -2.18876 -1.76592 -2.84582 -0.051
O 1.69572 -0.84832 -2.90335 -0.183
C 2.30426 -0.35958 -4.09839 -0.669
C 1.27566 -0.25965 -5.22311 -0.053
C 3.36868 -1.39042 -4.46463 -0.044
C 2.95400 1.00057 -3.85723 -0.041
H 3.64540 -2.04374 0.46045 0.083
H 3.25931 -1.63345 -1.22200 0.086
H 2.03538 -2.41382 -0.23558 0.087
H 4.26128 0.36249 1.01326 0.079
H 3.03196 1.63398 0.74425 0.095
H 3.88507 0.92308 -0.63450 0.089
H -0.05103 -2.10159 2.65942 0.065
H 0.14899 -1.85730 0.87055 0.036
H -0.64228 -0.62144 1.88481 -0.071
H -1.06202 -3.79814 -0.29379 0.079
H -2.51654 -4.01111 -1.29838 0.081
H -2.35567 -2.58021 -0.24739 0.074
H 0.36251 -4.04138 -2.30748 0.084
H 0.23296 -2.88664 -3.64137 0.062
H -1.01648 -4.13474 -3.43237 0.081
H -2.67813 -1.00278 -2.23682 0.065
H -2.93488 -2.47809 -3.20872 0.081
H -1.72619 -1.26086 -3.69666 0.066
H 0.80093 -1.23161 -5.38468 0.078
H 1.75937 0.05613 -6.15222 0.080
H 0.50563 0.46210 -4.94795 0.034
H 2.91964 -2.38492 -4.52241 0.080
H 4.15535 -1.41260 -3.70416 0.075
H 3.82377 -1.14596 -5.42783 0.079
H 2.19310 1.72118 -3.55107 0.053
H 3.44402 1.35443 -4.76842 0.083
H 3.70626 0.92064 -3.06850 0.072
S -2.40541 2.62366 5.64742 0.270
C -1.07274 2.34557 4.63796 -1.886
S -0.12679 3.60526 3.95899 0.301
S -0.71248 0.71090 4.11846 0.293
F 5.49010 -4.24239 4.68547 0.128
C 4.61681 -3.43368 4.09120 -0.141
C 3.54112 -3.95148 3.40312 -0.137
F 3.38703 -5.27662 3.32283 0.119
C 2.63971 -3.11006 2.77273 -0.206
F 1.67392 -3.70023 2.07005 0.107
C 2.75737 -1.72838 2.83415 -0.280
S 1.65642 -0.50301 2.17447 1.068
C 3.84836 -1.24021 3.54581 -0.215
F 4.03844 0.07375 3.64052 0.114
C 4.77349 -2.06530 4.15592 -0.137
F 5.81381 -1.54842 4.81272 0.124
S -3.05016 0.48661 0.61739 0.641
C -4.08742 0.08992 1.86535 -0.847
N -3.86008 0.15242 3.17123 0.028
C -5.00631 -0.22614 3.97186 -0.149
C -6.13172 -0.25879 2.92662 -0.168
N -5.37655 -0.36955 1.67950 -0.011
H -2.95938 0.46332 3.57101 0.013
H -5.18044 0.49966 4.76501 0.107
H -4.85518 -1.21025 4.42804 0.111
H -6.72416 0.66145 2.95708 0.111
H -6.80038 -1.10912 3.06215 0.099
H -5.80669 -0.13834 0.80107 0.110
F -1.98538 8.34663 -1.85453 0.060
C -2.02393 7.18094 -1.16345 -0.172
C -0.86245 6.57174 -0.72752 -0.161
F 0.32372 7.15290 -0.99693 0.084
C -0.90914 5.38773 -0.02403 -0.142
F 0.26341 4.84497 0.36357 0.034
C -2.11219 4.70689 0.30304 -0.320
O -2.19186 3.61720 0.96482 -0.208
C -3.26696 5.37600 -0.18016 -0.139
F -4.47564 4.82641 0.05044 0.081
C -3.22585 6.56143 -0.88140 -0.164
F -4.37407 7.13507 -1.30348 0.075
```

The calculation puts the HOMO energy at -1.07 eV. As for the LUMO energy: 0.1165 hartree. As for the charge: -2. As for the multiplicity: 1. As for the orbital gap: 4.24 eV. The calculation puts the energy above the lowest of the compared OMol25 structures with the same formula, charge and spin at 97.78 kcal per mole.

=====

Entry 2:
Formula: C28H33N2O2SSb2Sm
Source: the Open Molecules 2025 dataset
Level of theory: wB97M-V/def2-TZVPD

```
69
Properties=species:S:1:pos:R:3:lowdin_charge:R:1
Sm 9.88278 14.10185 9.13113 1.671
C 13.73851 9.82580 8.69303 -0.301
Sb 12.90731 11.27172 7.26638 1.368
C 13.66088 13.09168 8.23555 -0.330
C 10.94871 11.42951 8.40201 -0.459
C 10.24042 10.18581 8.79597 -0.297
C 10.61217 9.53189 9.96480 -0.041
C 9.92827 8.40976 10.40372 -0.041
C 8.96980 7.84843 9.57157 -0.042
C 8.59900 8.48163 8.39705 -0.043
C 9.20452 9.65359 8.00797 -0.338
C 8.57812 10.39383 6.92103 -0.313
Sb 7.52903 12.02264 7.78501 1.343
C 6.63922 11.25399 9.52218 -0.309
C 5.92914 12.29635 6.33290 -0.273
H 14.78412 9.82827 8.42418 -0.001
H 13.31400 8.86316 8.55004 -0.001
H 13.67954 10.05366 9.73352 0.000
H 13.19635 13.97297 7.85616 -0.028
H 14.68366 13.09741 7.91460 -0.004
H 13.52811 12.91731 9.31886 0.009
H 10.40748 12.15488 7.81142 -0.081
H 11.27904 11.93613 9.31528 0.006
H 11.41432 9.97114 10.51330 0.105
H 10.25199 7.99963 11.30290 0.095
H 8.51275 6.88496 9.82533 0.124
H 7.81153 8.06574 7.78372 0.124
H 7.79601 9.82718 6.40340 0.082
H 9.31963 10.78282 6.22290 0.075
H 5.95163 11.99037 9.96528 0.024
H 7.39876 10.97988 10.27552 0.020
H 6.04104 10.35395 9.26557 0.037
H 5.17522 13.00048 6.71067 0.018
H 5.34827 11.39213 6.12994 0.028
H 6.34016 12.68335 5.44625 -0.017
C 13.46678 13.91941 16.86000 -0.036
C 12.57482 13.85659 15.69330 -0.241
C 13.00074 13.74318 14.38024 -0.018
C 12.13984 13.77738 13.27006 -0.044
C 10.78417 13.93595 13.50188 -0.300
C 10.26082 14.00198 14.82425 -0.038
C 11.14025 13.90345 15.86292 -0.001
S 9.65392 14.15428 12.15824 0.713
O 9.71207 12.96217 11.18642 -0.496
O 8.34420 14.56027 12.64393 -0.253
N 10.16225 15.23037 11.03041 -0.338
C 9.98316 16.62513 11.10710 -0.272
C 10.25108 17.32891 12.27212 0.033
C 9.91559 18.69617 12.36713 -0.019
C 9.46018 19.33643 11.25226 0.007
C 9.12684 18.62932 10.05918 -0.134
C 8.48451 19.26911 8.99281 0.033
C 8.17357 18.54218 7.90430 -0.022
C 8.48810 17.16339 7.88973 -0.094
N 9.09145 16.53483 8.89556 -0.037
C 9.41505 17.27811 10.00607 -0.192
H 14.55634 13.70415 16.62356 0.113
H 13.20038 13.21262 17.60847 0.081
H 13.41015 14.97595 17.21244 0.116
H 14.09482 13.70059 14.21185 0.132
H 12.54001 13.76648 12.27486 0.106
H 9.18726 14.10624 15.02860 0.131
H 10.78189 14.02532 16.85628 0.118
H 10.55919 16.78415 13.16245 0.121
H 10.06474 19.31899 13.19330 0.107
H 9.14086 20.32323 11.41679 0.113
H 8.39123 20.35030 9.02819 0.145
H 7.74725 18.99284 7.03596 0.117
H 8.15820 16.54869 7.00241 0.136
```

The calculation puts the HOMO energy (spin up / spin down) at -13.27 / -13.27 eV. Its expectation value of S² is 8.76. As for the LUMO energy (spin up / spin down): -0.2782 / -0.2335 hartree. As for the charge: +2. As for the multiplicity: 6. As for the orbital gap (spin up / spin down): 5.70 / 6.92 eV.

=====

Entry 3:
Formula: C28H34BN2O5SSe3Si2TaTe
Source: the Open Molecules 2025 dataset
Level of theory: wB97M-V/def2-TZVPD

```
78
Properties=species:S:1:pos:R:3:nbo_charge:R:1
Ta 0.32143 0.38195 0.25622 0.879
Se 0.37936 2.86186 0.08969 -0.119
Se -1.33865 3.58893 -1.22334 -0.174
Te -3.17441 1.82081 -0.66184 0.269
Se -2.06239 0.67344 1.22097 -0.300
C 5.20107 1.46201 1.94930 -1.126
Si 3.54955 2.04787 1.17168 1.749
C 3.92973 2.03573 -0.70201 -1.127
C 3.30078 3.87117 1.70265 -1.126
C 2.19744 0.81091 1.74082 -1.383
C 2.85142 -0.47780 1.50622 0.369
C 3.38371 -1.31997 2.49421 -0.279
C 3.93093 -2.53062 2.13154 -0.160
C 3.99301 -2.87351 0.78716 -0.293
C 3.48386 -1.97537 -0.13265 0.069
N 2.93097 -0.82389 0.20569 -0.529
Si 1.45975 1.10532 3.47230 1.711
C 0.38735 -0.32306 4.16661 -1.119
C 0.26979 2.60290 3.50081 -1.128
C 2.79621 1.48830 4.79626 -1.118
H 6.00761 2.15057 1.72298 0.227
H 5.47824 0.49137 1.55087 0.229
H 5.13901 1.36788 3.02598 0.224
H 4.94171 2.38232 -0.89450 0.224
H 3.24630 2.67286 -1.25298 0.247
H 3.84815 1.02911 -1.10162 0.247
H 4.21534 4.42196 1.50904 0.229
H 3.07159 3.96840 2.75706 0.227
H 2.50499 4.35672 1.14381 0.248
H 3.34258 -1.03314 3.53184 0.210
H 4.30453 -3.21196 2.88469 0.210
H 4.40506 -3.81697 0.46786 0.218
H 3.48963 -2.18900 -1.19457 0.204
H -0.60162 -0.32046 3.70991 0.238
H 0.24042 -0.20275 5.23698 0.232
H 0.82056 -1.30440 4.00175 0.231
H -0.71031 2.34222 3.10539 0.253
H 0.63679 3.44972 2.92945 0.242
H 0.11717 2.93157 4.52346 0.223
H 3.50264 0.67677 4.93441 0.219
H 2.32423 1.66839 5.75587 0.228
H 3.36432 2.37330 4.53362 0.229
O 1.40204 -0.70914 -2.58826 -0.715
B 0.87430 0.35675 -1.83849 0.724
O 1.42143 1.56842 -2.32810 -0.715
C 2.15088 1.25041 -3.42010 0.238
C 2.83796 2.08000 -4.27810 -0.258
C 3.52488 1.47830 -5.32491 -0.231
C 3.52487 0.10313 -5.48999 -0.236
C 2.84080 -0.73565 -4.61549 -0.285
C 2.14879 -0.14487 -3.57969 0.293
H 2.83446 3.14917 -4.14192 0.220
H 4.06363 2.09557 -6.02817 0.204
H 4.06019 -0.33258 -6.32164 0.204
H 2.85096 -1.80664 -4.74224 0.218
S 0.42640 -1.89145 1.32881 0.224
C -0.47618 -1.60558 0.00619 -0.144
C -1.15198 0.92563 -3.89058 -0.246
O -0.93626 0.62976 -2.51845 -0.744
H -0.42277 1.67564 -4.19098 0.194
H -2.15812 1.33892 -3.99903 0.184
H -1.03760 0.03078 -4.51096 0.176
H -1.59211 -0.11091 -2.25328 0.532
O -2.62404 -1.02673 -1.69097 -0.713
C -2.30953 -2.21891 -1.44064 0.567
N -1.21806 -2.53346 -0.60658 -0.505
C -1.07905 -3.96222 -0.44801 0.619
O -0.18697 -4.46101 0.21871 -0.598
C -2.13823 -4.51738 -1.23731 -0.200
C -2.50032 -5.83926 -1.48028 -0.157
C -3.59325 -6.08447 -2.28075 -0.260
C -4.33158 -5.03229 -2.85352 -0.232
C -3.99244 -3.72315 -2.63092 -0.187
C -2.88411 -3.44965 -1.82440 -0.110
H -1.92437 -6.64468 -1.04696 0.217
H -3.89816 -7.10115 -2.47958 0.200
H -5.17629 -5.27264 -3.48385 0.201
H -4.55590 -2.90461 -3.04893 0.215
```

The calculation puts the HOMO energy (spin up / spin down) at -3.27 / -4.34 eV. Its expectation value of S² is 0.77. As for the LUMO energy (spin up / spin down): 0.0618 / 0.0618 hartree. As for the charge: -1. As for the multiplicity: 2. As for the orbital gap (spin up / spin down): 4.95 / 6.02 eV. The calculation puts the energy above the lowest of the compared OMol25 structures with the same formula, charge and spin at 0.00 kcal per mole.

=====

| no. | molecular weight (g/mol) | maximum force (eV/A) |
| --- | --- | --- |
| 1 | 986.868 | 0.78 |
| 2 | 855.531 | 2.86 |
| 3 | 1123.068 | 3.46 |